No. 1
Here is a molecular structure, C9H16BF4LiN2OS in a non-equilibrium geometry from the Open Molecules 2025 dataset. Energies are from ωB97M-V/def2-TZVPD.

Last column: Mulliken charge in e.
Geometry (Å):
Li 0.00 -0.30 0.14  1.05
F -0.65 -1.52 -1.44  -0.49
B -2.01 -1.14 -1.15  0.68
F -1.87 0.05 -0.29  -0.50
F -2.62 -0.63 -2.30  -0.36
F -2.55 -2.19 -0.37  -0.37
O 0.74 1.36 -0.61  -0.67
S 1.08 1.87 -1.96  0.36
C -0.43 2.55 -2.70  -0.56
C 0.04 3.84 -3.43  -0.73
C 1.00 4.56 -2.49  -0.64
C 1.79 3.50 -1.71  -0.47
H -1.12 2.84 -1.89  0.32
H -0.94 1.85 -3.36  0.45
H -0.87 4.39 -3.69  0.35
H 0.63 3.51 -4.28  0.32
H 0.33 5.17 -1.87  0.27
H 1.65 5.36 -2.97  0.31
H 1.68 3.59 -0.63  0.32
H 2.81 3.48 -2.07  0.34
C -1.11 -4.83 1.71  -1.31
C -0.38 -3.56 2.11  0.49
C -0.04 -3.03 3.31  -0.55
C 0.74 -1.83 2.97  0.76
N 0.74 -1.69 1.64  -1.10
N 0.04 -2.72 1.13  0.50
C 1.31 -0.93 4.01  -1.17
H -1.07 -5.64 2.45  0.36
H -0.86 -5.14 0.73  0.35
H -2.19 -4.54 1.69  0.27
H -0.32 -3.33 4.36  0.27
H -0.05 -2.94 0.11  0.22
H 1.82 -1.50 4.79  0.33
H 0.61 -0.20 4.47  0.25
H 2.11 -0.27 3.60  0.32

As for the net charge: 0. The HOMO energy is -9.4 eV. As for the energy above the lowest of the compared OMol25 structures with the same formula, charge and spin: 15.9 kcal/mol. The gap between HOMO and LUMO is 0.358 Eh.

---

No. 2
Here is a single C24H30N2O3 molecule in a non-equilibrium geometry from the Open Molecules 2025 dataset. Energies are from ωB97M-V/def2-TZVPD.

Last column: Mulliken charge in e.
Geometry (Å):
C 1.53 -1.29 4.93  -1.78
C 0.44 -0.67 4.06  0.65
C 0.17 0.80 4.44  -1.23
C -1.31 1.19 4.35  -0.82
C -1.85 1.23 2.92  -0.49
C -3.21 0.51 2.79  1.49
C -3.58 0.39 1.30  -1.30
C -4.31 1.28 3.53  -1.82
O -3.15 -0.77 3.37  -0.69
N 0.84 -0.79 2.67  -0.08
C 0.15 -1.46 1.73  0.61
O -0.96 -1.93 1.91  -0.74
C 0.83 -1.57 0.40  0.50
C 2.21 -1.80 0.32  -0.25
C 2.87 -1.93 -0.89  -1.57
C 2.09 -1.81 -2.02  0.47
O 2.43 -1.89 -3.33  -0.41
C 1.26 -1.69 -4.00  0.70
C 1.29 -1.64 -5.48  -0.85
C 2.13 -0.44 -5.95  -1.20
C 1.65 0.81 -5.25  0.50
C 2.31 1.28 -4.13  -0.08
C 1.83 2.38 -3.44  -0.73
C 0.68 3.02 -3.88  -0.42
C 0.02 2.56 -5.00  -0.63
C 0.51 1.46 -5.68  -0.23
N 0.23 -1.51 -3.26  -0.66
C 0.70 -1.58 -1.97  0.73
C 0.06 -1.47 -0.74  -0.96
H 1.72 -2.31 4.62  0.40
H 2.45 -0.71 4.86  0.40
H 1.21 -1.30 5.97  0.44
H -0.49 -1.24 4.16  0.19
H 0.77 1.46 3.80  0.29
H 0.50 0.95 5.47  0.45
H -1.44 2.16 4.83  0.33
H -1.88 0.45 4.92  0.49
H -1.96 2.26 2.58  0.62
H -1.15 0.73 2.25  0.03
H -2.84 -0.23 0.79  0.02
H -4.55 -0.08 1.20  0.40
H -3.60 1.37 0.83  0.37
H -5.24 0.74 3.46  0.45
H -4.43 2.27 3.10  0.35
H -4.05 1.38 4.58  0.40
H -2.50 -1.30 2.88  0.42
H 1.73 -0.39 2.42  0.39
H 2.79 -1.91 1.23  0.55
H 3.92 -2.13 -0.95  0.45
H 1.72 -2.57 -5.88  0.37
H 0.26 -1.55 -5.83  0.36
H 3.18 -0.62 -5.70  0.39
H 2.04 -0.34 -7.03  0.42
H 3.21 0.79 -3.78  0.37
H 2.35 2.74 -2.56  0.39
H 0.30 3.88 -3.34  0.40
H -0.87 3.06 -5.35  0.37
H -0.01 1.09 -6.56  0.39
H -1.01 -1.32 -0.68  0.40

As for the net charge: 0. The HOMO energy is -9.1 eV. As for the energy above the lowest of the compared OMol25 structures with the same formula, charge and spin: 24.4 kcal/mol. Its SMILES is C[C@@H](CCCC(C)(C)O)NC(=O)c1ccc2oc(CCc3ccccc3)nc2c1. The gap between HOMO and LUMO is 0.355 Eh.